This record from OMol25 describes 10 unconnected molecules or ions with the total composition C40H107N7O13 at a distorted geometry. The level of theory is ωB97M-V/def2-TZVPD.

Geometry (Å):
C  -2.5956  0.0756  -4.6204
O  -1.4554  0.1439  -5.4605
C  -0.6958  -1.0535  -5.4928
C  0.2746  -1.2665  -4.3284
C  1.1658  -0.0468  -4.1290
N  1.1215  -2.4546  -4.5795
H  -2.3860  -0.0900  -3.5633
H  -3.2823  -0.7174  -4.9409
H  -3.0829  1.0345  -4.7866
H  -1.4185  -1.8806  -5.4285
H  -0.1772  -1.1316  -6.4474
H  -0.2707  -1.5472  -3.4174
H  0.5478  0.7851  -3.7855
H  1.7688  0.1262  -5.0178
H  1.8551  -0.2412  -3.3015
H  0.4821  -3.2221  -4.7958
H  1.5495  -2.7934  -3.7137
C  -1.3722  4.7081  4.1082
O  -1.6944  3.3333  4.1432
C  -0.6259  2.5692  3.6125
C  -0.8320  1.0909  3.8666
C  -0.8897  0.7425  5.3705
N  0.1312  0.3272  3.1014
H  -0.9204  4.9640  3.1389
H  -0.6059  4.9488  4.8500
H  -2.2771  5.3055  4.1648
H  -0.5304  2.7965  2.5440
H  0.3135  2.8978  4.0830
H  -1.8337  0.8921  3.4665
H  -0.0941  1.2148  5.9452
H  -0.8117  -0.3443  5.4787
H  -1.8934  0.9002  5.7696
H  0.0298  -0.6646  3.3098
H  1.1131  0.5895  3.2215
C  -2.7309  -3.5495  0.9384
O  -1.5301  -4.1901  1.3241
C  -0.6660  -4.4158  0.2230
C  0.6226  -5.0149  0.7782
C  1.5417  -3.9639  1.3666
N  1.3299  -5.7665  -0.2933
H  -3.4530  -3.6816  1.7364
H  -3.1233  -3.9633  0.0008
H  -2.5393  -2.5010  0.6823
H  -1.1354  -5.1033  -0.4905
H  -0.5080  -3.4572  -0.2853
H  0.3287  -5.7352  1.5483
H  2.4757  -4.3880  1.7363
H  1.0366  -3.4575  2.1900
H  1.7529  -3.1785  0.6395
H  0.8469  -6.6479  -0.4520
H  2.2012  -6.0721  0.1373
C  1.4406  -2.6982  4.0057
O  0.0585  -2.6239  3.7610
C  -0.7466  -3.3203  4.6936
C  -2.1909  -3.4768  4.2713
C  -2.9665  -2.1699  4.4155
N  -2.8697  -4.5432  5.0004
H  1.7013  -2.2496  4.9697
H  1.9474  -2.2002  3.1832
H  1.7723  -3.7437  4.0352
H  -0.2443  -4.2845  4.8653
H  -0.6676  -2.8093  5.6649
H  -2.1980  -3.7710  3.2130
H  -2.5830  -1.4422  3.6936
H  -2.8358  -1.7410  5.4096
H  -4.0300  -2.2588  4.1960
H  -2.3548  -5.4193  4.9168
H  -3.7453  -4.8155  4.5660
C  -9.0524  0.1407  -5.3006
O  -9.0321  0.0986  -3.8918
C  -9.4487  1.3139  -3.2732
C  -8.4263  2.4230  -3.4701
N  -7.1525  2.1294  -2.8341
C  -5.9932  2.8690  -3.3181
C  -4.8308  2.6950  -2.3529
O  -4.5193  1.3215  -2.2851
C  -3.4375  1.0268  -1.4108
H  -10.0659  0.2107  -5.7064
H  -8.6265  -0.8029  -5.6419
H  -8.4291  0.9295  -5.7256
H  -9.5757  1.0985  -2.2152
H  -10.3787  1.6751  -3.7228
H  -8.7797  3.3818  -3.0815
H  -8.2581  2.5748  -4.5466
H  -6.9257  1.1446  -2.9003
H  -6.2143  3.9292  -3.4726
H  -5.7559  2.5521  -4.3452
H  -5.0860  3.1250  -1.3820
H  -3.9679  3.1973  -2.8101
H  -3.6779  1.3583  -0.3997
H  -2.5227  1.4521  -1.8316
H  -3.3740  -0.0603  -1.4223
C  4.5111  -1.2585  6.9218
O  4.4294  -0.2394  5.9431
C  3.2764  0.5381  6.0745
C  3.1489  1.6777  5.0705
N  3.0223  1.1375  3.7210
C  3.0372  2.2052  2.7106
C  2.9026  1.5855  1.3373
O  4.0456  0.8083  1.0643
C  4.0219  0.0775  -0.1536
H  4.9042  -0.8293  7.8498
H  5.2659  -1.9727  6.5992
H  3.5286  -1.7102  7.0678
H  3.2877  1.0340  7.0582
H  2.3824  -0.0923  5.9597
H  4.1256  2.1854  5.1260
H  2.3301  2.3325  5.3533
H  3.7442  0.4725  3.4769
H  4.0379  2.6572  2.7762
H  2.2525  2.9534  2.8119
H  2.8632  2.3772  0.5810
H  1.9813  0.9917  1.3733
H  5.0522  -0.2093  -0.3416
H  3.6172  0.6907  -0.9636
H  3.3952  -0.8098  -0.0285
C  0.0787  2.5489  -0.6021
O  0.2719  3.3871  -1.7174
C  1.4972  3.0632  -2.3807
C  1.5864  3.9345  -3.6170
N  1.5721  5.3779  -3.3384
C  2.6640  5.8213  -2.4650
C  2.8263  7.3242  -2.6079
O  3.6859  7.5668  -3.7091
C  3.5903  8.8484  -4.2666
H  0.7127  2.7490  0.2620
H  0.1050  1.4959  -0.9065
H  -0.9674  2.6514  -0.2989
H  1.4847  2.0001  -2.6426
H  2.3361  3.1931  -1.6899
H  0.8038  3.7235  -4.3436
H  2.5610  3.7312  -4.0926
H  1.7008  5.8014  -4.2526
H  3.6229  5.3844  -2.7834
H  2.3753  5.4769  -1.4727
H  3.3071  7.6616  -1.6816
H  1.8748  7.8332  -2.7714
H  4.3187  8.8805  -5.0729
H  3.8462  9.6265  -3.5341
H  2.6007  9.1530  -4.6263
C  2.8986  -5.7119  -3.7127
C  3.3307  -4.7118  -2.6541
O  2.2374  -3.9163  -2.2421
H  3.6843  -6.3895  -4.0456
H  2.6048  -5.1164  -4.5811
H  2.0190  -6.2614  -3.3749
H  4.1321  -4.0888  -3.0641
H  3.8999  -5.1779  -1.8395
H  1.7042  -4.5032  -1.6454
C  4.7422  -2.9427  -0.3463
C  5.4863  -2.0190  0.6075
O  6.6777  -1.5944  0.0152
H  5.4253  -3.4845  -1.0033
H  4.1273  -2.4055  -1.0793
H  4.0155  -3.6232  0.0886
H  5.6599  -2.6771  1.4746
H  4.7678  -1.2673  0.9563
H  7.2251  -1.1530  0.6716
C  0.7063  -1.2525  -0.1780
C  -0.7839  -1.3324  0.1394
O  -1.2728  -0.0960  0.6265
H  1.3262  -1.0683  0.7026
H  0.8781  -0.4106  -0.8512
H  1.0910  -2.1480  -0.6746
H  -0.9921  -2.1544  0.8326
H  -1.3819  -1.5372  -0.7522
H  -0.8421  0.0849  1.4856

- molar mass (g/mol) = 894.3
- E_HOMO (hartree) = -0.3059
- HOMO-LUMO gap (eV) = 8.70
- net charge = 0
- LUMO level (eV) = 0.4
- SMILES = COC[C@H](C)N.COC[C@H](C)N.COC[C@H](C)N.COC[C@H](C)N.COCCNCCOC.COCCNCCOC.COCCNCCOC.CCO.CCO.CCO